# C4H8FN

An isolated molecule of C4H8FN in a non-equilibrium geometry (ωB97M-V/def2-TZVPD, the OMol25 dataset).

XYZ file:
```
14
C4H8FN, DFT ωB97M-V/def2-TZVPD
C 1.6249 0.3385 0.6021
C 1.1677 0.7785 -0.7690
C 0.5133 -0.3777 -0.0049
C -2.0067 -0.2923 -0.1582
N -0.7808 -0.1380 0.6415
F 0.8461 -1.6481 -0.4413
H 2.5805 -0.0168 1.0002
H 1.0960 1.0175 1.3894
H 0.8122 1.7478 -0.8095
H 1.7950 0.4967 -1.6390
H -2.2088 -1.2612 -0.5778
H -2.8293 -0.1050 0.4084
H -1.8479 0.3378 -1.0264
H -0.7622 -0.8776 1.3848
```

Properties
**SMILES**: CNC1(F)CC1
**Relative energy (zero: lowest compared OMol25 entry of this formula, charge and spin)**: 37.2 kcal per mole
**DFT total energy**: -8483.4254 eV
**Charge**: 0